Entry 1:
The following is a quantum chemistry calculation of 2 unconnected molecules or ions with the total composition C4H9NO2S at a distorted geometry, from OMol25.

Values from the calculation:
- Max |F|: 4.72 eV/A
- Multiplicity: 1
- HOMO level: -8.493 eV
- ΔE to the lowest compared entry with this formula, charge and spin: 135.86 kcal/mol

Each atom is followed by the atoms it is bonded to, with distances in Å.
Positions of all 17 atoms, in Å:
1 C 1.409 0.595 -1.844  C3 1.354, H9 1.087, H11 1.147
2 C -1.224 0.647 1.631  C4 1.438, H12 1.092, H13 1.148, H14 1.114
3 C 1.275 1.043 -0.574  C1 1.354, H15 1.103, H16 1.046
4 C -1.299 -0.260 0.518  C2 1.438, N5 1.296, S8 1.821
5 N -0.649 -1.368 0.343  C4 1.296, O6 1.226, O7 1.370
6 O 0.130 -1.751 1.208  N5 1.226
7 O -0.823 -2.170 -0.754  N5 1.370, H10 1.021
8 S -2.518 0.203 -0.754  C4 1.821, H17 1.424
9 H 1.092 -0.338 -2.303  C1 1.087
10 H -0.039 -2.798 -0.571  O7 1.021
11 H 1.995 1.370 -2.453  C1 1.147
12 H -0.644 1.535 1.370  C2 1.092
13 H -2.288 1.016 1.851  C2 1.148
14 H -0.778 0.174 2.536  C2 1.114
15 H 1.697 2.020 -0.285  C3 1.103
16 H 0.897 0.543 0.264  C3 1.046
17 H -3.120 -1.059 -1.023  S8 1.424

Partial atomic charges computed with the natural (NBO) method, in multiples of e: -0.3923 -0.6900 -0.3866 0.0413 0.3312 -0.5424 -0.5207 -0.0333 0.2092 0.5021 0.1983 0.2404 0.2488 0.2620 0.1890 0.1814 0.1616

=====

Entry 2:
The following is a quantum chemistry calculation of a single C4H6O2 molecule at a distorted geometry, from OMol25.

Values from the calculation:
- Max |F|: 2.78 eV/A
- Multiplicity: 1
- HOMO level (spin up / spin down): -7.788 / -8.336 eV
- ΔE to the lowest compared entry with this formula, charge and spin: 98.16 kcal/mol

Each atom is followed by the atoms it is bonded to, with distances in Å.
Positions of all 12 atoms, in Å:
1 C 0.934 -0.065 -3.121  C2 1.428, O5 1.206, H7 1.174
2 C 1.081 -0.520 -1.776  C1 1.428, O6 1.366, H8 1.149
3 C 0.303 -0.240 0.422  C4 1.489, O6 1.261, H9 1.074
4 C -0.799 0.323 1.251  C3 1.489, H10 1.192, H11 1.207, H12 1.144
5 O 1.521 -0.532 -4.065  C1 1.206
6 O 0.329 0.070 -0.801  C2 1.366, C3 1.261
7 H 0.162 0.813 -3.234  C1 1.174
8 H 2.079 -1.001 -1.473  C2 1.149
9 H 0.873 -1.085 0.760  C3 1.074
10 H -1.890 0.272 0.772  C4 1.192
11 H -0.543 1.469 1.531  C4 1.207
12 H -0.852 -0.321 2.195  C4 1.144

Partial atomic charges computed with the natural (NBO) method, in multiples of e: 0.3098 -0.0752 0.2101 -0.7007 -0.5597 -0.3392 0.0936 0.1821 0.1640 0.2432 0.2389 0.2332